Record 1
C42H38N6O4SSiV | wB97M-V/def2-TZVPD

Structure (XYZ):
```
93
Properties=species:S:1:pos:R:3
V 0.84 -1.68 0.84
C 3.89 -4.16 -0.76
O 3.11 -5.21 -1.33
C 1.76 -5.31 -1.13
C 1.17 -6.41 -1.74
C -0.19 -6.67 -1.64
C -0.98 -5.82 -0.90
C -0.43 -4.70 -0.27
C -1.28 -3.91 0.59
N -0.91 -2.83 1.17
N -1.78 -2.34 2.14
C -1.26 -1.25 2.61
O -0.11 -0.79 2.26
C -1.96 -0.51 3.69
C -1.28 0.50 4.37
C -1.93 1.22 5.36
C -3.26 0.94 5.67
C -3.94 -0.05 4.98
C -3.30 -0.78 3.99
C 0.95 -4.40 -0.39
O 1.49 -3.35 0.16
H 4.91 -4.40 -1.07
H 3.82 -4.16 0.33
H 3.61 -3.19 -1.14
H 1.82 -7.06 -2.32
H -0.62 -7.53 -2.14
H -2.04 -6.01 -0.79
H -2.27 -4.30 0.82
H -0.26 0.72 4.08
H -1.41 2.02 5.88
H -3.77 1.52 6.43
H -4.98 -0.24 5.20
H -3.82 -1.52 3.41
O 2.50 -0.68 0.90
C 3.46 0.17 0.75
C 4.75 -0.30 0.43
C 5.79 0.55 0.12
C 5.59 1.93 0.12
C 4.34 2.42 0.46
C 3.27 1.59 0.80
C 2.00 2.19 1.19
N 1.14 1.75 2.08
C 0.13 2.67 2.14
C 0.39 3.71 1.29
N 1.59 3.40 0.69
H 4.88 -1.38 0.39
H 6.76 0.13 -0.14
H 6.40 2.61 -0.13
H 4.20 3.49 0.51
H -0.74 2.51 2.76
H -0.18 4.58 1.02
H 2.02 3.89 -0.07
C -0.53 3.38 -3.14
C -0.14 2.37 -4.00
C 0.10 1.09 -3.51
C -0.07 0.79 -2.16
C -0.46 1.83 -1.31
C -0.69 3.11 -1.79
Si 0.24 -0.97 -1.51
C 1.79 -1.46 -2.54
C 1.81 -2.58 -3.37
C 2.95 -2.95 -4.07
C 4.11 -2.19 -3.97
C 4.11 -1.06 -3.16
C 2.97 -0.71 -2.46
H -0.73 4.38 -3.52
H -0.01 2.57 -5.06
H 0.41 0.31 -4.19
H -0.61 1.62 -0.26
H -1.02 3.88 -1.11
H -0.78 -1.83 -2.20
H 0.92 -3.19 -3.45
H 2.94 -3.84 -4.69
H 5.00 -2.48 -4.51
H 5.01 -0.46 -3.06
H 2.99 0.18 -1.83
C -5.50 3.89 -1.76
C -4.72 3.40 -0.60
C -4.70 3.94 0.67
C -3.99 3.28 1.68
N -3.46 2.02 1.49
C -3.49 1.49 0.29
S -2.96 -0.08 -0.10
N -3.91 2.28 -0.80
C -3.82 3.84 3.05
H -5.99 4.84 -1.52
H -6.28 3.18 -2.07
H -4.86 4.05 -2.64
H -5.25 4.85 0.88
H -3.99 1.75 -1.65
H -4.44 4.73 3.21
H -2.78 4.13 3.25
H -4.08 3.09 3.80
```

The value obtained for the LUMO energy (spin up / spin down) is 4.434 / 4.433 eV. The value obtained for the largest force on an atom is 0.674 eV/Å. As for the expectation value of S²: 3.7980. The value obtained for the total energy is -3884.5998 Eh. As for the spin multiplicity: 4. The charge is -2. For the highest occupied orbital energy (spin up / spin down), the calculation gives 0.009 / -0.058 Ha. The value obtained for the gap between HOMO and LUMO (spin up / spin down) is 4.18 / 6.02 eV.

These are the Mulliken partial charges, in e, on atoms 1 to 4: 1.3997 -0.4935 -0.4667 -0.0053

Record 2
C42H39BiF5N4O11P2S2SeTe | wB97M-V/def2-TZVPD

Structure (XYZ):
```
108
Properties=species:S:1:pos:R:3
Bi -1.92 -0.33 -0.27
O -0.06 -3.47 -0.49
S 0.99 -3.88 -1.46
C 0.37 -3.73 -3.18
C -0.66 -4.73 -3.70
C -2.11 -4.50 -3.26
C -2.80 -3.31 -3.94
S -3.12 -1.85 -2.88
O -1.75 -1.80 -2.20
C -4.15 -2.77 -1.72
C -3.63 -3.19 -0.51
C -4.44 -3.89 0.38
C -5.74 -4.19 0.04
C -6.24 -3.80 -1.20
C -5.45 -3.09 -2.08
C 1.09 -5.66 -1.34
C 0.13 -6.33 -0.60
C 0.23 -7.71 -0.46
C 1.29 -8.40 -1.05
C 2.25 -7.71 -1.78
C 2.16 -6.34 -1.92
H 1.30 -3.79 -3.76
H 0.00 -2.71 -3.21
H -0.36 -5.74 -3.42
H -0.61 -4.70 -4.79
H -2.16 -4.41 -2.18
H -2.68 -5.40 -3.52
H -3.77 -3.58 -4.35
H -2.20 -2.91 -4.76
H -2.58 -3.01 -0.25
H -4.04 -4.18 1.34
H -6.39 -4.69 0.74
H -7.27 -4.00 -1.46
H -5.86 -2.71 -3.01
H -0.67 -5.77 -0.15
H -0.52 -8.25 0.11
H 1.36 -9.47 -0.93
H 3.08 -8.25 -2.23
H 2.91 -5.79 -2.48
C 6.04 11.57 0.22
O 6.55 10.28 0.52
C 5.69 9.23 0.41
C 4.36 9.34 0.02
C 3.57 8.20 -0.05
C 4.08 6.95 0.26
C 5.41 6.86 0.65
C 6.21 7.98 0.73
C 3.20 5.78 0.15
N 1.98 5.80 -0.33
C 1.54 4.50 -0.26
C 2.51 3.68 0.27
N 3.58 4.52 0.53
C 2.37 2.27 0.41
C 3.31 1.40 0.97
C 3.05 0.06 1.01
C 1.86 -0.41 0.44
N 0.96 0.39 -0.09
C 1.17 1.71 -0.08
C 0.09 2.58 -0.57
N -1.08 2.00 -0.91
C -2.07 2.74 -1.38
C -1.95 4.13 -1.53
C -0.78 4.74 -1.17
C 0.28 3.96 -0.68
H 6.87 12.26 0.38
H 5.22 11.83 0.89
H 5.71 11.63 -0.82
H 3.93 10.30 -0.23
H 2.53 8.28 -0.36
H 5.85 5.90 0.90
H 7.25 7.91 1.04
H 4.45 4.26 0.95
H 4.24 1.79 1.39
H 3.73 -0.64 1.47
H 1.62 -1.47 0.44
H -2.99 2.19 -1.61
H -2.79 4.69 -1.90
H -0.65 5.81 -1.24
O 0.62 1.55 3.02
P -0.72 0.74 3.36
O -0.94 0.56 4.79
O -0.42 -0.59 2.52
O -1.79 1.47 2.49
P -3.44 1.05 2.31
O -3.67 2.12 1.16
O -4.14 1.28 3.57
O -3.34 -0.34 1.70
H 0.77 2.23 3.69
H -4.51 2.04 0.67
Se -1.12 -2.20 2.98
C 0.55 -2.88 3.59
C 1.19 -2.28 4.68
C 2.44 -2.71 5.07
C 3.06 -3.76 4.39
C 2.42 -4.37 3.32
C 1.17 -3.92 2.91
H 0.69 -1.46 5.19
H 2.94 -2.24 5.90
H 4.04 -4.10 4.70
H 2.90 -5.18 2.78
H 0.67 -4.36 2.05
F -7.81 0.64 -1.13
Te -6.08 0.11 -0.65
F -7.14 -1.28 0.36
F -5.52 1.91 -1.26
F -6.06 -0.36 -2.61
F -6.31 1.22 0.97
O -3.33 0.18 -1.48
```

The value obtained for the LUMO energy is 1.564 eV. The energy relative to the best compared isomer or geometry (same formula, charge and spin) is 164.27 kJ/mol. The value obtained for the largest force on an atom is 0.452 eV/Å. The value obtained for the total energy is -7533.4557 Eh. The charge is -1. For the highest occupied orbital energy, the calculation gives -0.202 Ha. The value obtained for the gap between HOMO and LUMO is 7.06 eV.

These are the Mulliken partial charges, in e, on atoms 1 to 4: 2.2553 -0.1534 0.1259 -0.5545

Record 3
C42H39BrCl2FIN4NiO5S | wB97M-V/def2-TZVPD

Structure (XYZ):
```
97
Properties=species:S:1:pos:R:3
Ni -0.06 -0.71 -1.76
F -1.05 5.37 -2.29
C -0.92 4.69 -1.12
C -0.20 3.53 -1.14
C -0.06 2.77 0.01
C 0.58 1.44 -0.10
O 1.09 1.10 -1.17
C 0.47 0.62 1.08
C -0.02 1.17 2.22
N -0.51 2.44 2.34
C -1.07 2.87 3.59
C -0.25 2.65 4.82
C -0.44 4.04 4.29
C -0.63 3.23 1.20
C -1.35 4.43 1.21
C -1.55 5.16 0.05
N -2.36 6.34 0.09
C -2.80 6.96 -1.16
C -3.61 8.22 -0.82
N -3.12 8.70 0.51
C -3.63 7.76 1.58
C -3.47 6.34 1.03
C 0.81 -0.85 1.12
O 1.14 -1.34 2.20
O 0.67 -1.47 0.02
H 0.22 3.16 -2.06
H -0.07 0.56 3.11
H -2.14 2.75 3.67
H 0.72 2.19 4.70
H -0.78 2.36 5.72
H 0.42 4.50 3.80
H -1.08 4.72 4.83
H -1.76 4.75 2.15
H -3.41 6.30 -1.78
H -1.93 7.26 -1.74
H -4.68 8.03 -0.71
H -3.47 9.01 -1.56
H -3.36 9.67 0.71
H -2.10 8.60 0.51
H -4.67 8.02 1.77
H -3.04 7.94 2.47
H -4.39 6.00 0.55
H -3.29 5.67 1.86
C 1.38 -6.40 1.83
C 0.06 -5.89 1.25
C -0.99 -7.01 1.30
C -0.43 -4.73 2.12
C 0.28 -5.47 -0.20
C 0.76 -6.41 -1.13
C 1.04 -6.07 -2.43
C 0.83 -4.74 -2.83
S 1.13 -4.00 -4.37
C 0.59 -2.50 -3.72
N 0.22 -2.52 -2.47
C 0.34 -3.80 -1.92
C 0.05 -4.17 -0.61
C 0.47 -1.23 -4.41
C 0.69 -1.02 -5.77
C 0.46 0.24 -6.29
C 0.01 1.26 -5.44
C -0.19 1.02 -4.09
C 0.05 -0.23 -3.53
H 1.25 -6.70 2.88
H 2.14 -5.61 1.80
H 1.77 -7.26 1.28
H -1.17 -7.31 2.34
H -0.66 -7.90 0.75
H -1.93 -6.68 0.87
H -0.57 -5.07 3.14
H -1.39 -4.34 1.76
H 0.29 -3.90 2.13
H 0.95 -7.43 -0.81
H 1.43 -6.80 -3.13
H -0.27 -3.41 0.07
H 1.01 -1.83 -6.41
H 0.61 0.44 -7.34
H -0.20 2.24 -5.85
H -0.58 1.81 -3.45
Cl -3.37 -1.36 -2.89
C -3.38 -0.64 -1.26
Cl -2.42 -1.63 -0.12
C -2.80 0.79 -1.27
O -3.60 1.69 -0.99
O -1.58 0.90 -1.55
H -4.41 -0.65 -0.91
Br 4.56 -6.31 -0.67
C 5.49 -5.16 0.51
C 6.58 -5.70 1.19
C 7.30 -4.92 2.07
C 6.93 -3.60 2.28
C 5.84 -3.07 1.60
C 5.11 -3.84 0.70
I 3.47 -2.96 -0.21
H 6.85 -6.73 1.01
H 8.14 -5.35 2.60
H 7.48 -2.98 2.98
H 5.54 -2.04 1.77
```

The value obtained for the LUMO energy is -1.624 eV. The energy relative to the best compared isomer or geometry (same formula, charge and spin) is 3.04 kJ/mol. The value obtained for the largest force on an atom is 0.984 eV/Å. The value obtained for the total energy is -8017.5212 Eh. For the highest occupied orbital energy, the calculation gives -0.256 Ha. The value obtained for the gap between HOMO and LUMO is 5.35 eV.

These are the Mulliken partial charges, in e, on atoms 1 to 4: -0.0526 -0.3839 0.5146 -1.0219

> Which of these has the lowest total energy?

C42H39BrCl2FIN4NiO5S